{"formula": "C2H7ClOSi", "method": "ωB97M-V/def2-TZVPD", "species": ["C", "C", "O", "Si", "Cl", "H", "H", "H", "H", "H", "H", "H"], "coordinates": [[1.37572, -1.06245, -0.04348], [-0.70916, 2.43295, -0.15523], [-1.37209, -1.99122, 0.52521], [-0.48127, -0.98799, -0.37351], [-0.02177, 2.75650, 1.40711], [1.66180, -2.01434, 0.40539], [1.92848, -0.95561, -0.97173], [1.70290, -0.26565, 0.61953], [-0.09734, 2.84059, -0.94457], [-1.75616, 2.69368, -0.18357], [-1.16115, -2.30907, 1.39996], [-1.06996, -1.13740, -1.68511]], "forces_ev_per_angstrom": [[-0.3, -0.2, -0.2], [0.0, -0.4, 0.3], [-0.6, -0.7, 0.4], [0.7, 1.9, 0.3], [0.1, -0.1, 0.0], [0.0, -0.1, 0.0], [0.1, 0.0, -0.2], [-0.1, 0.1, 0.1], [0.1, -0.2, -0.2], [-0.1, -0.2, -0.1], [0.2, 0.1, 0.2], [0.2, -0.2, -0.7]], "gap_ev": [8.43, 6.72], "homo_ev": [-8.227, -6.758], "molar_mass_da": 110.616, "multiplicity": 1, "total_energy_ev": -24632.7756, "relative_energy_kcal_mol": 129.17}